C3H3NO2 | ωB97M-V with the def2-TZVPD basis set

Properties
- LUMO: 0.46 eV
- E_HOMO: -10.5 eV
- Charge: 0
- Energy above the lowest of the compared OMol25 structures with the same formula, charge and spin: 75.4 kcal per mole
- HOMO-LUMO gap: 10.99 eV

Each line ends with the Löwdin charge.
Positions of all 9 atoms, in Å:
1 O -0.150 1.690 -0.139  0.01
2 C 0.355 0.590 0.479  -0.28
3 C -0.617 -0.663 0.044  -0.27
4 O -1.330 -0.449 -0.906  0.05
5 C 1.270 -0.327 -0.246  -0.12
6 N 1.268 -1.393 -0.731  0.21
7 H -0.813 1.295 -0.758  0.10
8 H 0.640 0.777 1.529  0.16
9 H -0.598 -1.506 0.737  0.14

***

C3H3NO2 | ωB97M-V with the def2-TZVPD basis set

Properties
- LUMO: 0.21 eV
- E_HOMO: -11.2 eV
- Charge: 0
- SMILES: N#C[C@@H](O)C=O
- Energy above the lowest of the compared OMol25 structures with the same formula, charge and spin: 52.6 kcal per mole
- HOMO-LUMO gap: 11.40 eV

Each line ends with the Löwdin charge.
Positions of all 9 atoms, in Å:
1 N -2.363 -0.244 0.935  0.18
2 C -1.314 0.108 0.605  -0.13
3 C -0.116 -0.398 -0.135  -0.38
4 O -0.252 -0.250 -1.495  0.03
5 C 1.062 0.346 0.431  -0.20
6 O 1.660 1.134 -0.256  0.09
7 H -0.132 -1.467 0.119  0.17
8 H 0.215 0.572 -1.717  0.10
9 H 1.240 0.199 1.513  0.14

***

C3H3NO2 | ωB97M-V with the def2-TZVPD basis set

Properties
- LUMO: 0.79 eV
- E_HOMO: -9.5 eV
- Charge: 0
- SMILES: O=C1CN2O[C@@H]12
- Energy above the lowest of the compared OMol25 structures with the same formula, charge and spin: 117.8 kcal per mole
- HOMO-LUMO gap: 10.34 eV

Each line ends with the Löwdin charge.
Positions of all 9 atoms, in Å:
1 O -2.189 0.417 0.016  0.13
2 C -1.020 0.267 -0.081  -0.19
3 C -0.042 -0.934 -0.282  -0.11
4 N 1.063 -0.270 0.267  -0.01
5 O 1.240 0.889 -0.579  0.01
6 C 0.459 1.012 0.510  -0.17
7 H -0.260 -1.916 0.108  0.13
8 H 0.081 -1.094 -1.292  0.10
9 H 0.667 1.630 1.333  0.12

***

C3H3NO2 | ωB97M-V with the def2-TZVPD basis set

Properties
- LUMO: -0.33 eV
- E_HOMO: -9.3 eV
- Charge: 0
- SMILES: N#CC(O)=C=O.[H][H]
- Energy above the lowest of the compared OMol25 structures with the same formula, charge and spin: 93.8 kcal per mole
- HOMO-LUMO gap: 8.95 eV

Each line ends with the Löwdin charge.
Positions of all 9 atoms, in Å:
1 N 2.496 -0.724 0.002  0.17
2 C 1.454 -0.232 -0.137  -0.20
3 C 0.204 0.420 -0.338  -0.34
4 O 0.213 1.560 -1.127  0.05
5 C -0.974 0.131 0.219  -0.21
6 O -2.112 0.108 0.484  0.18
7 H -0.706 1.758 -1.356  0.11
8 H -0.226 -1.304 1.432  0.12
9 H -0.348 -1.717 0.821  0.12

***

C3H3NO2S | ωB97M-V with the def2-TZVPD basis set

Properties
- LUMO: -0.01 eV
- E_HOMO: -10.1 eV
- Charge: 0
- SMILES: N#CSCC(=O)O
- Energy above the lowest of the compared OMol25 structures with the same formula, charge and spin: 62.4 kcal per mole
- HOMO-LUMO gap: 10.11 eV

Each line ends with the Löwdin charge.
Positions of all 10 atoms, in Å:
1 N -2.077 -0.993 -1.511  0.10
2 C -1.828 0.104 -1.212  -0.59
3 S -0.852 1.215 -0.353  0.88
4 C -0.166 0.132 0.880  -0.42
5 C 1.275 -0.425 0.599  -0.48
6 O 1.779 -0.617 -0.489  0.09
7 O 2.072 -0.656 1.764  0.07
8 H -1.052 -0.745 0.965  0.16
9 H 0.002 0.805 1.912  0.15
10 H 2.734 -1.227 1.545  0.05

***

C3H3NO2S | ωB97M-V with the def2-TZVPD basis set

Properties
- LUMO (alpha / beta): -0.74 / -0.74 eV
- E_HOMO (alpha / beta): -8.5 / -8.5 eV
- Charge: 0
- Energy above the lowest of the compared OMol25 structures with the same formula, charge and spin: 201.4 kcal per mole
- HOMO-LUMO gap (alpha / beta): 7.76 / 7.76 eV

Each line ends with the Löwdin charge.
Positions of all 10 atoms, in Å:
1 C 1.088 -0.855 -0.321  -0.42
2 C 1.005 0.634 0.110  -0.41
3 C -1.540 0.113 -0.046  -0.71
4 N 0.197 -1.641 -0.550  0.15
5 O -2.168 -0.213 1.090  0.06
6 O -2.863 -0.013 -0.158  0.07
7 S -0.557 1.406 -0.443  1.01
8 H 2.134 -0.977 -0.405  0.09
9 H 0.899 0.451 1.186  0.09
10 H 1.804 1.095 -0.463  0.07

***

C3H3NO2S | ωB97M-V with the def2-TZVPD basis set

Properties
- LUMO: 0.63 eV
- E_HOMO: -9.0 eV
- Charge: 0
- Energy above the lowest of the compared OMol25 structures with the same formula, charge and spin: 35.3 kcal per mole
- HOMO-LUMO gap: 9.66 eV

Each line ends with the Löwdin charge.
Positions of all 10 atoms, in Å:
1 C 0.008 0.204 -0.021  -0.53
2 C -0.119 -1.594 1.211  -0.75
3 C 0.136 0.962 -1.268  -0.02
4 N -0.140 0.820 1.172  -0.30
5 O -0.130 -2.759 1.391  0.09
6 O 0.135 -1.080 -0.022  0.11
7 S -0.275 -0.258 2.340  1.05
8 H -0.930 1.201 -1.636  0.11
9 H 0.758 0.462 -2.110  0.12
10 H 0.557 2.042 -1.057  0.12

***

C3H3NO2S2 | ωB97M-V with the def2-TZVPD basis set

Properties
- LUMO: 0.06 eV
- E_HOMO: -9.7 eV
- Charge: 0
- SMILES: O=C=N[C@H](S)C(=O)S
- Energy above the lowest of the compared OMol25 structures with the same formula, charge and spin: 20.2 kcal per mole
- HOMO-LUMO gap: 9.74 eV

Each line ends with the Löwdin charge.
Positions of all 11 atoms, in Å:
1 O 1.941 -3.403 0.174  0.17
2 C 1.676 -2.272 0.050  -0.33
3 N 1.753 -1.129 -0.286  0.06
4 C 0.967 -0.076 -0.682  -0.62
5 S 1.241 1.325 0.472  0.77
6 C -0.500 -0.602 -0.365  -0.76
7 O -0.542 -1.743 0.029  0.02
8 S -1.856 0.573 -0.320  0.78
9 H 1.078 0.290 -1.677  0.10
10 H 2.307 1.931 -0.011  -0.16
11 H -2.730 -0.194 0.523  -0.04

***

C3H3NO2S2 | ωB97M-V with the def2-TZVPD basis set

Properties
- LUMO: -1.50 eV
- E_HOMO: -9.1 eV
- Charge: 0
- SMILES: O=C(NC=S)C(O)=S
- Energy above the lowest of the compared OMol25 structures with the same formula, charge and spin: 11.2 kcal per mole
- HOMO-LUMO gap: 7.57 eV

Each line ends with the Löwdin charge.
Positions of all 11 atoms, in Å:
1 O 1.004 0.386 1.457  0.07
2 C 0.548 0.104 0.361  -0.47
3 N -0.763 -0.257 0.286  0.02
4 C -1.560 -0.084 1.397  -0.69
5 S -3.140 -0.424 1.395  0.66
6 C 1.371 0.129 -0.892  -0.79
7 O 0.578 -0.143 -1.914  0.02
8 S 2.900 0.609 -1.087  0.83
9 H -1.044 -0.707 -0.588  0.15
10 H -1.035 0.498 2.253  0.12
11 H 1.140 -0.111 -2.669  0.08

***

C3H3NO3 | ωB97M-V with the def2-TZVPD basis set

Properties
- LUMO (alpha / beta): 0.09 / 0.09 eV
- E_HOMO (alpha / beta): -7.7 / -7.7 eV
- Charge: 0
- Energy above the lowest of the compared OMol25 structures with the same formula, charge and spin: 215.4 kcal per mole
- HOMO-LUMO gap (alpha / beta): 7.74 / 7.75 eV

Each line ends with the Löwdin charge.
Positions of all 10 atoms, in Å:
1 C -1.928 -1.094 -0.161  -0.11
2 C -0.326 0.849 -0.297  -0.11
3 C 1.552 -0.573 -0.289  -0.08
4 N -1.236 0.026 -0.036  -0.12
5 O -2.609 0.142 0.026  0.00
6 O 0.993 0.649 -0.205  -0.01
7 O 2.804 -0.478 0.099  0.09
8 H -1.902 -1.832 0.763  0.10
9 H -0.407 1.934 -0.270  0.16
10 H 3.059 0.377 0.369  0.08

***

C3H3NO3 | ωB97M-V with the def2-TZVPD basis set

Properties
- LUMO: -0.61 eV
- E_HOMO: -10.7 eV
- Charge: 0
- SMILES: [H]/N=C(\C=O)OC=O
- Energy above the lowest of the compared OMol25 structures with the same formula, charge and spin: 45.8 kcal per mole
- HOMO-LUMO gap: 10.07 eV

Each line ends with the Löwdin charge.
Positions of all 10 atoms, in Å:
1 H 1.808 -0.182 0.916  0.08
2 N 1.123 -0.134 0.178  0.19
3 C -0.083 0.065 0.520  -0.40
4 C -0.569 0.235 1.943  -0.16
5 O -1.696 0.484 2.271  0.11
6 O -0.982 0.122 -0.475  0.06
7 C -0.200 0.114 -1.677  -0.30
8 O -0.167 -0.815 -2.408  0.14
9 H 0.257 0.106 2.673  0.13
10 H 0.291 1.085 -1.812  0.15

***

C3H3NO3S | ωB97M-V with the def2-TZVPD basis set

Properties
- LUMO: -0.46 eV
- E_HOMO: -9.8 eV
- Charge: 0
- SMILES: C=NSC(=O)C(=O)O
- Energy above the lowest of the compared OMol25 structures with the same formula, charge and spin: 35.9 kcal per mole
- HOMO-LUMO gap: 9.32 eV

Each line ends with the Löwdin charge.
Positions of all 11 atoms, in Å:
1 C 2.626 0.425 0.001  -0.10
2 N 2.244 -0.798 -0.006  -0.37
3 S 0.647 -1.362 -0.002  1.02
4 C -0.451 0.027 0.001  -0.60
5 O -0.164 1.198 -0.008  0.05
6 C -1.911 -0.462 -0.006  -0.54
7 O -2.209 -1.623 -0.002  0.10
8 O -2.771 0.556 -0.002  0.13
9 H 3.716 0.567 0.005  0.07
10 H 1.951 1.311 0.005  0.07
11 H -3.679 0.162 0.015  0.16

***

C3H3NO3S | ωB97M-V with the def2-TZVPD basis set

Properties
- LUMO: -0.70 eV
- E_HOMO: -9.9 eV
- Charge: 0
- SMILES: C=NSC(=O)C(=O)O
- Energy above the lowest of the compared OMol25 structures with the same formula, charge and spin: 76.8 kcal per mole
- HOMO-LUMO gap: 9.19 eV

Each line ends with the Löwdin charge.
Positions of all 11 atoms, in Å:
1 C -2.309 -0.856 0.381  -0.11
2 N -1.223 -0.163 0.109  -0.38
3 S -0.391 -0.304 -1.409  1.02
4 C 1.238 0.235 -0.984  -0.52
5 O 1.945 -0.254 -1.916  -0.03
6 C 1.958 0.728 0.259  -0.58
7 O 3.127 1.032 0.192  0.15
8 O 1.244 0.922 1.251  0.19
9 H -3.097 -1.671 -0.169  0.15
10 H -2.781 -0.549 1.254  0.02
11 H 0.289 0.881 1.031  0.10

***

C3H3NO3S | ωB97M-V with the def2-TZVPD basis set

Properties
- LUMO: 0.06 eV
- E_HOMO: -10.6 eV
- Charge: 0
- SMILES: O=C1NC(=O)SCO1
- Energy above the lowest of the compared OMol25 structures with the same formula, charge and spin: 35.4 kcal per mole
- HOMO-LUMO gap: 10.63 eV

Each line ends with the Löwdin charge.
Positions of all 11 atoms, in Å:
1 O 1.599 -1.162 -1.502  0.04
2 C 0.961 -0.409 -0.671  -0.51
3 N 0.720 -0.864 0.591  0.17
4 C -0.650 -0.668 1.094  -0.61
5 O -1.204 -1.597 1.681  0.01
6 S -1.706 0.562 0.366  1.13
7 C -0.457 1.338 -0.365  -0.62
8 O 0.326 0.625 -1.199  0.04
9 H 1.151 -1.787 0.622  0.17
10 H 0.144 1.926 0.350  0.13
11 H -0.886 2.037 -0.966  0.07

***

C3H3NO4 | ωB97M-V with the def2-TZVPD basis set

Properties
- LUMO: -0.51 eV
- E_HOMO: -8.5 eV
- Charge: 0
- Energy above the lowest of the compared OMol25 structures with the same formula, charge and spin: 151.2 kcal per mole
- HOMO-LUMO gap: 7.97 eV

Each line ends with the Löwdin charge.
Positions of all 11 atoms, in Å:
1 C 1.255 -0.113 0.224  -0.56
2 C -0.638 -0.619 -0.219  -0.51
3 C -0.747 0.606 -0.129  -0.34
4 H 2.689 0.853 -0.302  0.17
5 H -2.475 -1.065 1.098  0.34
6 H -1.271 2.227 -0.488  0.22
7 N 0.571 -1.214 -0.082  0.25
8 O 2.471 -0.063 -0.020  0.19
9 O -1.636 -1.501 -0.015  -0.02
10 O -1.767 1.417 0.027  0.11
11 O 0.662 1.051 0.134  0.15

***

C3H3NO4 | ωB97M-V with the def2-TZVPD basis set

Properties
- LUMO: -0.55 eV
- E_HOMO: -10.2 eV
- Charge: 0
- SMILES: O=CNOC(=O)C=O
- Energy above the lowest of the compared OMol25 structures with the same formula, charge and spin: 146.8 kcal per mole
- HOMO-LUMO gap: 9.63 eV

Each line ends with the Löwdin charge.
Positions of all 11 atoms, in Å:
1 O 1.496 -1.893 0.120  0.04
2 C 2.027 -0.973 0.723  -0.20
3 N 1.429 0.392 0.219  0.00
4 O 0.202 0.240 -0.577  0.05
5 C -0.762 0.043 0.133  -0.53
6 O -0.846 -0.436 1.274  0.09
7 C -1.956 0.828 -0.570  -0.09
8 O -1.795 1.639 -1.469  0.08
9 H 2.882 -0.580 1.588  0.20
10 H 1.756 1.464 0.757  0.25
11 H -2.962 0.582 -0.379  0.10

***

C3H3NO4 | ωB97M-V with the def2-TZVPD basis set

Properties
- LUMO: 0.36 eV
- E_HOMO: -9.8 eV
- Charge: 0
- SMILES: O=C(O)C1=NOCO1
- Energy above the lowest of the compared OMol25 structures with the same formula, charge and spin: 71.7 kcal per mole
- HOMO-LUMO gap: 10.11 eV

Each line ends with the Löwdin charge.
Positions of all 11 atoms, in Å:
1 O 2.172 1.118 -0.305  0.15
2 C 1.639 0.055 -0.081  -0.45
3 O 2.238 -1.113 0.102  0.15
4 C 0.178 -0.100 -0.243  -0.35
5 N -0.335 -1.237 -0.310  0.22
6 O -1.745 -0.915 -0.203  -0.07
7 C -1.905 0.447 0.065  -0.13
8 O -0.533 1.003 -0.012  0.07
9 H 3.125 -0.969 0.450  0.14
10 H -2.242 0.694 1.118  0.14
11 H -2.592 1.017 -0.579  0.13

***

C3H3NOS | ωB97M-V with the def2-TZVPD basis set

Properties
- LUMO: -0.09 eV
- E_HOMO: -9.1 eV
- Charge: 0
- SMILES: S=C1CC=NO1
- Energy above the lowest of the compared OMol25 structures with the same formula, charge and spin: 38.8 kcal per mole
- HOMO-LUMO gap: 9.02 eV

Each line ends with the Löwdin charge.
Positions of all 9 atoms, in Å:
1 S -0.315 2.416 1.160  0.74
2 C 0.126 1.058 0.429  -0.86
3 C -0.697 -0.127 0.039  -0.15
4 C 0.363 -0.994 -0.567  -0.14
5 N 1.555 -0.564 -0.451  0.11
6 O 1.420 0.712 0.142  -0.10
7 H -1.487 0.132 -0.716  0.14
8 H -1.254 -0.598 0.855  0.13
9 H 0.288 -2.035 -0.892  0.12

***

C3H3NOS | ωB97M-V with the def2-TZVPD basis set

Properties
- LUMO: -0.82 eV
- E_HOMO: -9.7 eV
- Charge: 0
- SMILES: N#CC(=O)CS
- Energy above the lowest of the compared OMol25 structures with the same formula, charge and spin: 45.7 kcal per mole
- HOMO-LUMO gap: 8.86 eV

Each line ends with the Löwdin charge.
Positions of all 9 atoms, in Å:
1 N -2.069 -1.209 1.182  0.22
2 C -1.600 -0.453 0.475  -0.19
3 C -0.924 0.400 -0.397  -0.34
4 O -1.343 1.397 -0.936  0.11
5 C 0.860 -0.166 -0.619  -0.36
6 S 1.737 -0.397 1.054  0.66
7 H 0.815 -1.025 -1.232  0.03
8 H 1.107 0.716 -1.173  0.03
9 H 1.419 0.737 1.647  -0.17

***

C3H3NOS | ωB97M-V with the def2-TZVPD basis set

Properties
- LUMO: 0.58 eV
- E_HOMO: -9.2 eV
- Charge: 0
- SMILES: O=C=N/C=C\S
- Energy above the lowest of the compared OMol25 structures with the same formula, charge and spin: 20.1 kcal per mole
- HOMO-LUMO gap: 9.77 eV

Each line ends with the Löwdin charge.
Positions of all 9 atoms, in Å:
1 O 2.615 -0.083 0.314  0.14
2 C 1.607 0.394 0.046  -0.49
3 N 0.719 1.197 -0.123  0.10
4 C -0.595 0.970 -0.252  -0.24
5 C -1.058 -0.284 -0.249  -0.42
6 S 0.185 -1.591 -0.128  0.84
7 H -1.336 1.716 -0.398  0.10
8 H -2.143 -0.418 -0.363  0.07
9 H 0.007 -1.900 1.152  -0.10